{
  "formula": "C37H35N6O2OsSb",
  "method": "wB97M-V/def2-TZVPD",
  "elements": ["Os", "O", "N", "O", "C", "C", "C", "C", "C", "C", "N", "C", "C", "N", "C", "C", "C", "C", "H", "H", "H", "H", "H", "H", "H", "C", "C", "N", "C", "N", "C", "C", "C", "N", "C", "H", "H", "H", "H", "H", "H", "H", "H", "H", "H", "H", "H", "H", "C", "C", "C", "C", "C", "C", "Sb", "C", "C", "C", "C", "C", "C", "C", "C", "C", "C", "C", "C", "H", "H", "H", "H", "H", "H", "H", "H", "H", "H", "H", "H", "H", "H", "H"],
  "positions_angstrom": [[-0.663, 0.504, -0.505], [-3.554, 6.305, 3.213], [-2.471, 6.064, 2.780], [-1.541, 6.804, 2.630], [-2.274, 4.637, 2.358], [-3.237, 3.760, 2.751], [-3.214, 2.397, 2.349], [-4.205, 1.462, 2.706], [-4.104, 0.173, 2.224], [-3.065, -0.157, 1.356], [-2.129, 0.710, 0.983], [-2.168, 1.966, 1.505], [-1.112, 2.864, 1.151], [-0.102, 2.336, 0.404], [0.896, 3.138, 0.052], [0.929, 4.493, 0.377], [-0.092, 5.045, 1.122], [-1.148, 4.222, 1.564], [-4.064, 4.105, 3.360], [-5.027, 1.757, 3.341], [-4.830, -0.580, 2.492], [-3.006, -1.154, 0.940], [1.708, 2.702, -0.513], [1.752, 5.102, 0.035], [-0.077, 6.099, 1.362], [-0.853, 1.417, -5.291], [-1.032, 2.290, -4.065], [-1.287, 1.459, -2.872], [-1.774, 0.155, -3.005], [-1.811, -0.508, -1.837], [-2.637, -1.704, -1.794], [-2.441, -2.526, -3.066], [-2.714, -1.672, -4.297], [-2.131, -0.344, -4.172], [-2.025, 0.449, -5.389], [0.086, 0.866, -5.248], [-0.830, 2.045, -6.179], [-1.868, 2.977, -4.225], [-0.140, 2.888, -3.875], [-1.856, 1.986, -2.209], [-3.688, -1.404, -1.702], [-2.364, -2.294, -0.919], [-3.124, -3.373, -3.064], [-1.418, -2.903, -3.093], [-3.792, -1.542, -4.463], [-2.308, -2.160, -5.188], [-2.965, 0.994, -5.538], [-1.892, -0.229, -6.234], [5.698, 0.518, 2.604], [4.628, 1.253, 3.083], [3.339, 0.740, 2.972], [3.159, -0.483, 2.356], [4.219, -1.223, 1.858], [5.499, -0.697, 1.977], [1.154, -1.408, 2.150], [1.048, -1.325, -0.111], [1.829, -0.329, -0.746], [2.270, -0.520, -2.057], [1.948, -1.685, -2.740], [1.159, -2.653, -2.132], [0.684, -2.463, -0.843], [1.618, -3.498, 2.729], [1.105, -4.614, 2.094], [1.490, -5.871, 2.551], [2.314, -5.979, 3.661], [2.803, -4.852, 4.298], [2.428, -3.593, 3.849], [6.704, 0.888, 2.746], [4.783, 2.205, 3.565], [2.511, 1.302, 3.384], [4.070, -2.184, 1.387], [6.330, -1.268, 1.590], [2.263, 0.468, -0.146], [2.928, 0.205, -2.517], [2.338, -1.852, -3.733], [0.952, -3.576, -2.652], [0.069, -3.224, -0.387], [0.416, -4.554, 1.266], [1.119, -6.753, 2.045], [2.544, -6.960, 4.064], [3.459, -4.928, 5.154], [2.780, -2.714, 4.372]],
  "lowdin_spin": [2.2847, 0.0009, -0.0001, -0.0007, -0.0002, -0.0017, 0.0014, 0.0282, 0.0003, 0.0273, 0.0281, 0.0112, 0.0113, 0.0186, 0.0224, 0.0006, 0.0276, 0.0013, -0.0002, 0.0011, -0.0003, 0.0012, 0.0007, -0.0002, 0.0011, 0.0022, 0.0073, 0.0632, 0.0170, 0.1394, 0.0170, 0.0089, 0.0044, 0.0487, 0.0044, 0.0000, 0.0002, 0.0016, 0.0014, 0.0035, 0.0043, 0.0000, 0.0012, 0.0002, 0.0023, 0.0006, 0.0025, 0.0003, -0.0018, 0.0034, 0.0041, 0.0766, 0.0172, 0.0077, 0.3488, 0.0897, 0.0238, 0.0283, 0.0457, 0.0162, 0.0602, 0.1646, 0.0431, 0.0403, 0.1265, 0.0186, 0.0688, 0.0001, 0.0005, 0.0014, 0.0007, 0.0013, 0.0048, 0.0008, 0.0016, 0.0000, 0.0020, 0.0009, 0.0013, 0.0056, 0.0001, 0.0018],
  "homo_energy_ha": [-0.692, -0.691],
  "multiplicity": 5,
  "charge": 4,
  "max_force_ev_per_a": 2.11
}

---

{
  "formula": "C3HINS",
  "method": "wB97M-V/def2-TZVPD",
  "elements": ["C", "N", "C", "C", "I", "S", "H"],
  "positions_angstrom": [[-1.820, -0.558, 0.170], [-0.994, 0.209, -0.111], [0.158, 0.672, -0.382], [1.385, 0.241, -0.029], [2.574, -1.408, 0.064], [1.420, 1.950, 0.186], [-2.723, -1.106, 0.101]],
  "lowdin_charge": [0.3261, 0.0972, -0.5183, -1.0712, 1.0773, 0.9651, 0.1238],
  "homo_energy_ha": -0.481,
  "multiplicity": 1,
  "charge": 1,
  "max_force_ev_per_a": 3.58
}

---

{
  "formula": "C28H47N4",
  "method": "wB97M-V/def2-TZVPD",
  "elements": ["C", "C", "N", "N", "C", "C", "C", "N", "C", "C", "C", "C", "C", "C", "C", "C", "C", "C", "C", "C", "C", "C", "C", "C", "N", "C", "H", "H", "H", "H", "H", "H", "H", "H", "H", "H", "H", "H", "H", "H", "H", "H", "H", "H", "H", "H", "H", "H", "H", "H", "H", "H", "H", "H", "H", "H", "H", "H", "H", "C", "C", "C", "C", "C", "C", "H", "H", "H", "H", "H", "H", "H", "H", "H", "H", "H", "H", "H", "H"],
  "positions_angstrom": [[2.797, -3.819, 3.020], [1.733, -3.020, 2.945], [0.792, -3.160, 1.813], [0.011, -4.214, 1.865], [-0.826, -4.352, 0.881], [-0.916, -3.409, -0.149], [-1.955, -3.682, -1.231], [-3.268, -3.737, -0.578], [-0.087, -2.301, -0.187], [-0.106, -1.272, -1.290], [-1.151, -0.140, -1.107], [-2.610, -0.550, -1.348], [-3.528, 0.660, -1.027], [-4.727, 0.315, -0.134], [-4.386, -0.341, 1.237], [-2.996, 0.007, 1.819], [-2.938, -0.216, 3.350], [-3.141, -1.693, 3.722], [-3.967, -1.849, 5.029], [0.843, -2.210, 0.888], [1.824, -1.082, 0.944], [3.177, -1.360, 0.813], [4.001, -0.257, 0.831], [3.394, 0.965, 0.988], [2.115, 1.253, 1.102], [1.314, 0.189, 1.086], [3.771, -3.409, 3.278], [2.727, -4.894, 2.855], [1.444, -2.297, 3.702], [-1.486, -5.210, 0.858], [-1.921, -2.961, -2.035], [-1.685, -4.663, -1.654], [-4.012, -3.495, -1.219], [-3.446, -4.648, -0.179], [0.875, -0.815, -1.434], [-0.346, -1.782, -2.226], [-0.915, 0.621, -1.858], [-1.112, 0.305, -0.118], [-2.883, -1.345, -0.650], [-2.794, -0.885, -2.373], [-2.925, 1.436, -0.549], [-3.913, 1.109, -1.948], [-5.235, 1.262, 0.083], [-5.458, -0.319, -0.644], [-4.460, -1.425, 1.120], [-5.122, -0.021, 1.981], [-2.285, -0.721, 1.397], [-2.683, 1.021, 1.563], [-3.730, 0.394, 3.794], [-1.969, 0.162, 3.693], [-3.684, -2.243, 2.950], [-2.193, -2.215, 3.896], [-4.768, -1.114, 5.105], [-3.322, -1.852, 5.909], [-4.421, -2.845, 5.001], [3.557, -2.365, 0.697], [5.074, -0.357, 0.760], [4.073, 1.818, 1.025], [0.251, 0.362, 1.191], [1.795, 2.380, -3.242], [3.226, 2.575, -2.748], [3.391, 3.794, -1.841], [3.083, 5.141, -2.495], [3.906, 5.459, -3.743], [5.405, 5.554, -3.471], [1.461, 3.218, -3.855], [1.722, 1.478, -3.854], [1.104, 2.273, -2.400], [3.903, 2.639, -3.603], [3.524, 1.683, -2.187], [4.414, 3.805, -1.453], [2.740, 3.677, -0.967], [3.244, 5.930, -1.754], [2.021, 5.188, -2.753], [3.564, 6.414, -4.147], [3.722, 4.713, -4.522], [5.617, 6.321, -2.723], [5.941, 5.819, -4.384], [5.813, 4.607, -3.116]],
  "lowdin_charge": [0.0747, -0.0839, -0.0319, 0.1700, -0.0196, -0.0908, -0.1988, 0.0300, -0.0431, -0.1020, -0.1738, -0.1973, -0.1963, -0.1883, -0.1902, -0.2165, -0.2089, -0.2561, -0.1013, -0.0504, -0.1746, -0.0017, -0.0269, -0.1435, 0.1224, -0.0730, 0.0853, 0.0869, 0.1384, 0.1377, 0.0939, 0.1318, 0.0881, 0.0738, 0.1202, 0.1214, 0.1216, 0.0677, 0.0708, 0.1205, 0.0994, 0.1137, 0.1097, 0.1088, 0.0877, 0.1143, 0.0867, 0.1118, 0.1056, 0.1049, 0.0879, 0.0922, 0.0702, 0.0700, 0.0681, 0.1260, 0.1206, 0.1208, 0.1138, -0.1103, -0.2669, -0.2359, -0.2266, -0.2680, -0.1099, 0.0697, 0.0682, 0.0608, 0.1017, 0.0888, 0.0996, 0.1009, 0.1118, 0.1021, 0.1062, 0.0983, 0.0764, 0.0712, 0.0635],
  "homo_energy_ha": -0.464,
  "multiplicity": 1,
  "charge": 1,
  "max_force_ev_per_a": 2.54
}

---

no.,energy (eV)
1,-60933.2834
2,-23540.6047
3,-35750.1358